Version i
The following is a quantum chemistry calculation of 2 unconnected molecules or ions with the total composition C5H16N3, from the OMol25 dataset.

Calculated values
lowest unoccupied orbital energy: -7.87 eV
spin multiplicity: 1
HOMO-LUMO gap: 5.0 eV
total charge: +1

```
24
Properties=species:S:1:pos:R:3:nbo_charge:R:1
N 0.65 -2.01 -2.28 -0.81
C 0.54 -0.60 -2.51 -0.15
C -0.38 0.00 -1.38 -0.33
N 0.29 -0.05 -0.16 0.05
C 0.83 1.11 0.40 -0.34
C 0.13 2.48 0.26 -0.64
N -1.29 -0.40 1.82 -0.77
C -0.64 -1.18 2.84 -0.42
H -0.86 -0.42 0.88 0.32
H 1.21 -2.58 -2.92 0.40
H 1.01 -2.25 -1.36 0.37
H 1.47 -0.03 -2.51 0.19
H 0.05 -0.46 -3.47 0.24
H -0.70 0.99 -1.67 0.22
H -1.32 -0.56 -1.37 0.30
H 0.86 3.29 0.32 0.25
H 0.93 0.87 1.46 0.28
H 1.85 1.24 0.00 0.35
H -0.50 2.62 -0.60 0.23
H -0.48 2.60 1.15 0.26
H -2.30 -0.44 1.80 0.39
H -0.88 -0.81 3.83 0.23
H 0.44 -1.18 2.66 0.19
H -0.91 -2.24 2.78 0.19
```

=====

Version ii
The following is a quantum chemistry calculation of 2 unconnected molecules or ions with the total composition C5H16N3, from the OMol25 dataset.

Calculated values
lowest unoccupied orbital energy: -3.36 eV
spin multiplicity: 1
HOMO-LUMO gap: 8.9 eV
total charge: +1

```
24
Properties=species:S:1:pos:R:3:nbo_charge:R:1
C -0.07 2.92 1.60 -0.67
C 0.85 1.81 1.14 0.21
C 1.71 1.96 0.10 -0.62
N 0.75 0.60 1.82 -0.82
H 0.18 3.22 2.65 0.26
H -1.12 2.49 1.61 0.21
H -0.07 3.83 0.96 0.25
H 2.46 1.24 -0.13 0.20
H 1.80 3.01 -0.33 0.24
H -0.17 0.37 2.18 0.39
H 1.30 -0.16 1.49 0.38
C -0.49 -2.51 -1.38 -0.25
N -1.26 -3.50 -0.52 -0.82
C -0.85 -1.14 -0.71 -0.23
N -0.18 -0.02 -1.41 -0.69
H -0.99 -2.52 -2.36 0.22
H 0.59 -2.70 -1.39 0.20
H -1.03 -4.47 -0.76 0.38
H -0.85 -3.50 0.42 0.35
H -0.51 -1.08 0.33 0.22
H -1.93 -0.91 -0.80 0.24
H -0.46 0.83 -0.88 0.46
H 0.84 0.03 -1.28 0.46
H -0.49 0.18 -2.37 0.45
```

=====

Version iii
The following is a quantum chemistry calculation of a gas-phase ion, C5H16N3 (charge +1), from the OMol25 dataset.

Calculated values
lowest unoccupied orbital energy: -3.28 eV
SMILES string: C[C@@H](CN)NCC[NH3+]
spin multiplicity: 1
HOMO-LUMO gap: 8.9 eV
total charge: +1

```
24
Properties=species:S:1:pos:R:3:nbo_charge:R:1
C -2.28 0.93 0.97 -0.65
C -1.05 0.03 0.89 -0.03
C -1.37 -1.31 0.21 -0.24
N -0.88 -2.39 1.07 -0.86
N -0.02 0.65 -0.16 -0.71
C 1.32 0.85 0.34 -0.27
C 2.24 1.17 -0.88 -0.19
N 1.83 -0.08 -1.83 -0.71
H -3.05 0.38 1.49 0.24
H -2.01 1.82 1.55 0.23
H -2.68 0.94 -0.07 0.22
H -0.45 0.06 1.79 0.21
H -2.44 -1.38 -0.08 0.21
H -1.05 -1.32 -0.84 0.17
H -1.39 -3.26 1.10 0.39
H 0.11 -2.52 1.02 0.35
H -0.52 1.52 -0.37 0.38
H 1.49 1.54 1.16 0.22
H 1.82 0.02 0.86 0.21
H 2.00 2.09 -1.46 0.23
H 3.32 1.17 -0.77 0.24
H 0.99 0.32 -2.27 0.46
H 1.49 -0.88 -1.28 0.45
H 2.59 -0.38 -2.44 0.44
```

=====

The structure with the least stability is version i.